Density functional theory data (wB97M-V/def2-TZVPD) for 9 unconnected molecules or ions with the total composition C16H50O9 in a non-equilibrium geometry.

Structure (ORCA input):
```
! wB97M-V def2-TZVPD RIJCOSX def2/J DEFGRID3
* xyz 0 1
O -4.73 1.55 0.77
O 2.04 1.82 0.57
O -1.25 2.40 -0.86
O 2.74 -1.72 -4.16
O 4.91 2.47 -0.69
O -1.32 -0.31 3.95
O -2.37 -2.88 3.80
O 0.13 -0.17 0.11
O -0.71 -0.88 -3.08
C 1.62 3.04 1.17
C -1.65 -3.65 2.85
C 0.89 -1.26 0.60
C -0.91 0.71 6.13
C -2.04 2.88 -3.13
C -0.85 2.78 -2.18
C -1.82 0.61 4.92
C 4.97 0.04 -0.33
C -1.15 -2.01 -3.83
C -2.38 -3.67 1.51
C 1.86 4.24 0.25
C -0.89 -3.30 -3.07
C 5.00 1.19 -1.31
C -3.13 -0.15 0.09
C -4.35 0.67 -0.30
C 2.91 -2.42 -2.94
H -3.37 -4.10 1.56
H 3.94 -2.38 -2.58
H 0.57 2.97 1.43
H -0.29 3.71 -2.13
H -1.01 -4.20 -3.68
H 0.36 -2.19 0.38
H -0.65 0.16 3.45
H -2.82 2.17 -2.86
H 1.88 -1.31 0.12
H -1.30 1.44 -0.82
H -1.99 1.60 4.48
H 4.19 1.07 -2.04
H -0.50 -1.15 -2.18
H -1.53 -4.67 3.24
H 4.06 -0.05 0.25
H 1.58 5.16 0.78
H 0.13 0.88 5.84
H 2.21 3.21 2.08
H 2.64 -3.48 -3.04
H -2.24 -1.89 -3.88
H -2.49 3.88 -3.04
H -0.63 -3.26 2.74
H -1.80 -4.25 0.79
H -0.71 -1.98 -4.81
H 2.25 -1.92 -2.24
H 3.36 -2.08 -4.81
H -0.95 -0.23 6.68
H 1.22 4.18 -0.62
H 5.89 1.14 -1.95
H -2.67 -0.61 -0.78
H -5.25 0.08 -0.50
H -1.76 2.76 -4.17
H -1.61 -3.38 -2.25
H 1.05 -1.20 1.69
H -0.16 2.01 -2.54
H 5.84 0.07 0.33
H 2.92 4.35 0.00
H 0.09 -3.28 -2.58
H -1.92 -2.03 3.87
H -1.30 1.46 6.82
H 5.17 -0.87 -0.92
H 2.83 1.94 0.04
H -4.17 2.33 0.73
H -4.13 1.28 -1.18
H -3.43 -0.87 0.85
H -2.81 0.28 5.22
H -2.43 0.55 0.54
H -2.31 -2.64 1.15
H 5.81 2.77 -0.54
H 0.71 0.60 0.27
*
```

The calculation puts the gap between HOMO and LUMO at 9.943 eV. Its relative energy (zero: lowest compared OMol25 entry of this formula, charge and spin) is 47.1 kcal per mole. As for the HOMO energy: -9.466 eV. As for the SMILES: CCO.CCO.CCO.CCO.CCO.CCO.CCO.CO.CO.

---

Density functional theory data (wB97M-V/def2-TZVPD) for 9 unconnected molecules or ions with the total composition C16H52BrN3O11 in a non-equilibrium geometry.

Structure (ORCA input):
```
! wB97M-V def2-TZVPD RIJCOSX def2/J DEFGRID3
* xyz 0 1
Br 1.12 -1.53 -4.10
O 2.50 -0.64 1.17
O 4.34 0.97 0.62
O -1.99 0.15 1.21
O 3.67 -2.81 -2.50
O 0.12 -2.69 -0.19
O 3.55 -1.21 3.92
O -4.50 3.67 -1.18
O -4.11 -1.25 -0.40
O -2.27 -3.58 0.65
O -1.16 1.06 4.03
O 1.96 -4.69 -0.76
N 1.75 1.60 -0.15
N -2.58 0.53 -2.12
N 0.08 -0.31 -1.18
C -4.32 2.37 -1.78
C 3.07 -3.85 -0.38
C -2.37 0.38 3.57
C -2.16 -0.57 2.41
C 5.56 0.98 1.32
C 2.72 -0.14 3.54
C -3.63 -2.47 -0.93
C -2.86 1.90 -1.76
C 4.18 2.16 -0.19
C -5.91 3.96 -0.90
C 2.88 1.99 -1.01
C -1.94 2.77 -2.68
C 3.23 -2.58 -1.18
C 1.79 -0.52 2.38
C -3.60 -3.54 0.14
C 2.51 3.36 -1.69
H 5.04 2.30 -0.84
H 0.71 -3.34 -0.55
H 3.00 -2.32 -2.99
H -0.93 2.40 -2.52
H -4.86 1.60 -1.23
H -2.16 -4.38 1.17
H 6.45 0.77 0.73
H -4.31 -2.88 -1.67
H 5.48 0.23 2.11
H 3.36 -0.22 1.15
H 1.67 3.25 -2.39
H -4.30 -3.39 0.96
H 4.14 2.96 0.55
H 3.02 -3.47 0.65
H 0.54 -0.57 -2.05
H 1.27 -1.45 2.64
H -3.01 -1.22 2.20
H -0.55 -3.20 0.27
H -6.60 3.60 -1.66
H -2.83 0.34 -3.08
H -1.96 3.84 -2.52
H 3.02 1.34 -1.87
H 2.26 -2.10 -1.28
H -0.82 1.58 3.30
H 4.00 -1.91 -0.78
H -6.01 5.00 -0.60
H 2.11 0.09 4.42
H 3.25 0.74 3.21
H -3.44 -0.97 0.22
H 1.62 2.20 0.65
H -2.84 -0.11 4.42
H 2.08 -4.99 -1.66
H 0.09 -1.17 -0.66
H -1.34 -1.27 2.56
H -2.19 2.69 -3.74
H -3.30 -0.01 -1.65
H -6.23 3.37 -0.04
H 2.10 0.80 0.36
H 0.98 0.21 2.37
H 3.31 3.82 -2.27
H 2.23 4.16 -1.00
H -2.69 -2.37 -1.47
H -2.39 2.01 -0.78
H -3.89 -4.41 -0.44
H -1.55 0.94 1.52
H 5.73 1.94 1.81
H -4.79 2.29 -2.76
H -0.87 -0.05 -1.42
H 3.98 -4.43 -0.55
H 0.59 0.49 -0.82
H 3.28 -1.36 4.83
H -3.09 1.16 3.33
*
```

The calculation puts the gap between HOMO and LUMO at 7.249 eV. As for the HOMO energy: -7.311 eV.

---

Density functional theory data (wB97M-V/def2-TZVPD) for a molecular structure, C16H52CuN12O13 in a non-equilibrium geometry.

Structure (ORCA input):
```
! wB97M-V def2-TZVPD RIJCOSX def2/J DEFGRID3
* xyz 0 2
Cu -4.89 9.47 20.52
O -3.09 10.42 21.19
O -11.18 11.08 16.94
O -5.18 8.64 13.98
O -9.71 10.38 19.42
O -5.23 10.68 19.10
O -5.88 9.27 22.04
O -7.64 10.90 20.85
O -4.17 6.34 15.20
O -4.20 7.53 20.13
O 0.22 7.48 16.63
O -8.00 8.18 13.55
O -9.01 6.33 16.73
O -0.95 4.59 17.80
N -5.25 5.71 17.01
N -8.99 7.97 18.36
N -2.98 5.63 19.36
N -3.59 12.57 20.60
N -1.74 12.18 21.92
N -0.50 4.91 15.64
N -1.34 8.46 15.21
N -2.13 7.79 19.28
N -9.35 8.49 16.13
N -1.83 3.16 16.32
N -0.35 9.63 17.02
N -6.40 5.76 14.98
C -0.50 8.44 16.33
C -10.37 11.65 19.23
C -9.06 7.50 17.09
C -11.56 11.36 18.28
C -5.48 10.43 17.75
C -3.18 7.00 19.60
C -7.18 9.21 12.96
C -5.76 8.79 12.67
C -5.25 5.96 15.68
C -1.05 4.25 16.63
C -6.13 6.94 22.50
C -2.87 11.66 21.22
C -4.55 11.36 16.82
C -5.51 8.24 22.97
C -6.94 10.57 17.28
C -6.02 8.66 24.33
H -4.78 7.77 14.00
H -1.51 13.00 21.37
H -10.87 11.97 20.17
H -4.38 8.16 23.07
H -7.73 9.49 12.11
H -12.14 10.46 18.62
H -6.09 6.79 21.42
H -7.21 10.09 13.53
H -1.78 7.57 15.12
H -2.06 5.26 19.11
H -3.58 11.31 17.28
H -9.56 9.47 16.43
H -1.21 7.51 19.04
H -7.24 10.21 21.46
H -6.10 5.32 17.39
H -2.14 9.14 15.35
H -6.93 10.90 20.20
H -7.24 11.58 17.53
H -10.91 11.90 16.53
H -5.54 9.61 24.66
H -5.27 9.57 12.15
H -8.93 10.54 20.01
H -5.69 7.83 24.99
H 0.02 5.70 15.91
H -9.97 8.08 15.48
H -4.37 12.32 19.91
H -12.28 12.16 18.27
H -7.66 9.80 17.68
H -6.35 6.27 14.14
H -7.14 6.86 22.90
H 0.34 9.63 17.75
H -9.44 8.91 18.65
H -5.04 12.38 16.67
H -2.15 8.75 19.68
H -2.42 2.68 17.01
H -8.35 8.45 14.42
H -3.64 5.10 19.89
H -7.06 8.86 24.24
H -6.97 10.47 16.16
H -0.90 10.42 16.85
H -9.74 12.51 18.97
H -4.39 5.59 17.51
H -5.87 7.77 12.33
H -5.13 9.40 17.57
H -8.75 7.26 19.02
H -0.99 11.54 22.05
H -3.53 13.60 20.62
H -5.61 6.07 22.89
H -0.92 4.73 14.71
H -2.25 3.17 15.40
H -7.20 6.03 15.49
H -4.49 10.91 15.81
*
```

The calculation puts the gap between HOMO and LUMO (spin up / spin down) at 9.086 / 8.373 eV. As for the HOMO energy (spin up / spin down): -9.006 / -8.899 eV.

---

Density functional theory data (wB97M-V/def2-TZVPD) for 10 unconnected molecules or ions with the total composition C16H52N2O10 in a non-equilibrium geometry.

Structure (ORCA input):
```
! wB97M-V def2-TZVPD RIJCOSX def2/J DEFGRID3
* xyz 0 1
O -8.36 10.66 8.09
O -8.72 5.58 9.60
O -10.59 5.23 7.02
O -8.45 11.06 4.90
O -9.09 3.00 2.43
O -12.86 3.89 10.61
O -12.12 8.45 3.02
O -15.55 6.26 7.78
O -13.79 8.33 6.97
O -11.72 2.53 8.36
N -9.89 9.32 4.62
N -9.62 10.87 2.94
C -11.03 2.72 3.78
C -9.71 10.76 8.55
C -10.39 9.38 8.49
C -10.48 3.44 2.56
C -12.47 1.28 8.29
C -12.19 7.08 2.64
C -11.92 0.57 7.08
C -8.31 4.41 8.94
C -9.27 10.46 4.21
C -14.02 8.44 5.54
C -15.80 5.57 6.59
C -11.26 3.09 1.28
C -13.96 1.65 8.23
C -9.65 11.22 10.00
C -11.52 5.96 6.23
C -13.17 5.09 9.88
H -12.12 -0.50 7.18
H -9.77 8.62 8.95
H -9.16 10.52 10.68
H -16.30 6.22 5.84
H -11.06 4.52 7.47
H -10.66 11.47 10.33
H -16.40 4.67 6.67
H -11.08 3.82 0.49
H -8.90 11.39 2.47
H -11.95 3.23 4.11
H -12.26 0.81 9.25
H -10.84 0.65 6.97
H -11.28 1.68 3.55
H -12.31 0.95 6.14
H -9.27 6.08 8.98
H -10.25 11.51 7.97
H -11.94 5.38 5.40
H -13.24 9.08 5.13
H -7.89 3.66 9.62
H -9.68 9.06 5.57
H -13.20 9.06 7.17
H -14.16 2.51 7.61
H -12.37 6.20 6.88
H -13.15 4.77 8.83
H -12.76 6.51 3.37
H -10.87 2.16 0.87
H -10.25 10.30 2.40
H -14.29 1.84 9.25
H -14.20 5.40 10.06
H -10.33 2.69 4.61
H -12.32 3.01 1.52
H -11.36 9.42 8.99
H -12.02 3.09 9.10
H -12.19 4.04 11.27
H -13.02 8.78 3.04
H -10.42 4.53 2.65
H -15.00 8.90 5.42
H -14.87 5.24 6.09
H -9.13 12.18 10.03
H -14.08 7.45 5.09
H -8.38 10.67 7.12
H -10.61 9.14 7.44
H -12.43 5.88 9.97
H -10.62 8.88 4.08
H -11.06 6.87 5.87
H -14.93 6.97 7.57
H -9.16 3.93 8.46
H -7.55 4.55 8.17
H -14.50 0.75 7.89
H -8.63 3.77 2.09
H -11.20 6.64 2.49
H -12.61 6.99 1.64
*
```

The calculation puts the gap between HOMO and LUMO at 9.771 eV. Its relative energy (zero: lowest compared OMol25 entry of this formula, charge and spin) is 74.3 kcal per mole. As for the HOMO energy: -9.818 eV. As for the SMILES: NC(N)=O.CC(C)O.CC(C)O.CC(C)O.CO.CO.CO.CO.CO.CO.

---

Density functional theory data (wB97M-V/def2-TZVPD) for 10 unconnected molecules or ions with the total composition C16H52O12 in a non-equilibrium geometry.

Structure (ORCA input):
```
! wB97M-V def2-TZVPD RIJCOSX def2/J DEFGRID3
* xyz 0 1
O -2.41 2.34 -0.34
O 3.57 2.03 3.42
O -3.35 -3.78 -2.29
O -1.58 3.10 2.38
O 1.89 -2.17 -0.58
O 4.63 -3.53 0.38
O -1.77 -3.05 -4.62
O -0.90 -1.67 -1.41
O -0.80 2.78 -2.67
O -3.14 -2.07 0.17
O 2.52 1.61 0.68
O -0.92 0.27 2.58
C 0.06 1.28 2.89
C -3.73 -1.33 1.24
C -2.07 -1.91 -5.36
C 3.55 1.33 4.61
C -3.18 -5.15 -2.47
C -3.68 2.03 -0.97
C 2.21 2.17 -0.59
C 4.18 1.26 2.38
C 3.89 -3.91 1.54
C 2.17 -1.83 -1.92
C -0.71 2.54 3.32
C -0.95 -0.28 -1.81
C -0.27 4.06 -2.40
C -0.30 -0.93 2.21
C 3.89 1.73 1.00
C -0.95 4.22 1.78
H 2.90 0.44 4.58
H -1.77 -1.01 -4.84
H -1.18 2.35 4.29
H -4.15 -5.69 -2.44
H -1.63 4.90 1.27
H 1.23 -1.55 -2.48
H -1.31 0.26 -0.97
H -4.49 2.66 -0.58
H -0.97 4.82 -2.88
H 0.42 -0.72 1.39
H 3.99 0.21 2.65
H 2.72 -2.68 -2.37
H 4.61 1.09 4.87
H -3.18 -0.44 1.44
H -2.37 2.11 0.66
H -0.24 3.97 0.95
H -1.55 -1.98 -6.34
H -3.40 2.34 -1.97
H 2.73 -0.93 -1.90
H -4.83 -1.14 0.99
H -2.44 -3.48 -2.11
H 4.23 -3.34 2.36
H -1.00 -1.72 1.96
H 3.04 1.90 5.34
H 0.91 -2.11 -0.46
H -2.66 -5.76 -1.71
H 5.32 1.38 2.43
H 4.18 2.75 0.80
H 2.28 3.23 -0.62
H -2.59 -3.15 -4.10
H 0.59 1.50 1.99
H 3.94 -3.30 -0.27
H 0.77 4.22 -2.77
H 0.05 0.06 -1.89
H -3.82 -1.92 2.15
H -0.47 4.84 2.57
H 2.91 1.84 -1.34
H -1.62 -1.86 -0.75
H 0.31 -1.39 3.08
H 1.14 1.89 -0.78
H -1.36 2.57 -1.91
H 4.48 1.04 0.36
H 4.12 -4.93 1.87
H 0.09 3.17 3.52
H 0.81 0.88 3.58
H -0.20 4.39 -1.36
H -3.77 -2.77 -0.09
H -2.74 -5.37 -3.45
H 2.77 -3.89 1.29
H -1.57 -0.18 -2.74
H -3.14 -1.66 -5.61
H -3.96 1.01 -0.84
*
```

The calculation puts the gap between HOMO and LUMO at 10.193 eV. Its relative energy (zero: lowest compared OMol25 entry of this formula, charge and spin) is 105.2 kcal per mole. As for the HOMO energy: -9.687 eV. As for the SMILES: COCCOC.COCCOC.CO.CO.CO.CO.CO.CO.CO.CO.

---

Density functional theory data (wB97M-V/def2-TZVPD) for a molecular structure, C16H56B2O12PtS in a non-equilibrium geometry.

Structure (ORCA input):
```
! wB97M-V def2-TZVPD RIJCOSX def2/J DEFGRID3
* xyz -2 3
Pt 1.21 -1.88 -0.92
S 1.73 -3.40 2.29
O 0.43 -1.01 -2.99
O 0.90 -2.68 3.30
O 1.28 -2.97 0.89
O -3.33 -1.39 -0.74
O -1.51 -1.90 3.73
O 1.38 0.49 3.23
O 1.56 -4.86 2.35
O -2.52 1.20 0.11
O 5.65 0.33 0.46
O -0.93 -2.68 -0.88
O 3.13 -3.01 2.48
O 0.93 3.35 -0.40
C 0.33 2.68 3.24
C 1.61 1.87 3.05
C -2.75 2.22 -0.83
C -4.84 -3.07 -1.48
C 4.86 2.51 0.99
C 1.71 0.58 -4.34
C -1.38 -4.03 -0.70
C -2.46 0.27 4.03
C 0.29 4.55 -2.39
C -4.69 -1.78 -0.70
C -1.58 -0.63 3.19
C -4.22 2.22 -1.20
C -1.80 -4.30 0.73
C 1.08 3.39 -1.80
C 1.33 -0.88 -4.08
C 4.82 1.39 -0.05
B 0.43 0.27 0.16
B 3.56 -1.71 -0.91
H -4.52 3.11 -1.76
H 6.45 0.80 0.69
H -4.85 2.11 -0.32
H -2.58 -3.60 1.02
H 0.81 0.19 2.50
H -0.59 -0.16 3.11
H -4.04 -3.75 -1.17
H 4.57 2.15 1.98
H 0.42 3.69 2.81
H 1.94 1.98 2.01
H -5.28 -0.95 -1.11
H -2.53 1.29 3.64
H 0.96 2.41 -0.14
H -5.79 -3.56 -1.26
H 0.79 5.51 -2.23
H -0.73 4.56 -2.02
H -2.18 0.28 5.08
H -4.43 1.35 -1.83
H 2.38 2.16 3.76
H -1.96 -0.58 2.16
H -0.51 -4.68 -0.84
H 3.82 1.03 -0.27
H -0.05 1.20 0.76
H -2.13 -4.35 -1.43
H 2.47 0.61 -5.12
H -0.52 2.19 2.77
H -0.99 -4.16 1.44
H 5.24 1.80 -0.98
H 0.67 2.47 -2.24
H -2.15 -5.34 0.80
H 3.31 -1.18 0.14
H 1.24 0.64 -0.67
H 5.87 2.93 1.07
H -0.61 -2.29 3.50
H -4.71 -2.84 -2.54
H -3.23 -0.48 -0.40
H -5.02 -1.91 0.34
H 0.94 -0.51 0.91
H -1.56 1.00 0.14
H -2.12 2.04 -1.72
H 2.24 -1.45 -3.94
H 2.87 -1.25 -1.79
H -0.43 -0.67 -3.25
H 4.71 -1.63 -1.24
H 0.87 -1.30 -4.98
H 0.23 4.42 -3.47
H -3.50 -0.10 4.00
H -0.49 -0.25 -0.44
H -2.45 3.19 -0.42
H 0.84 1.15 -4.68
H 2.12 1.00 -3.42
H -1.72 -2.13 -1.00
H 4.21 3.34 0.69
H 0.04 2.82 4.29
H 2.14 3.47 -2.07
H 3.26 -2.89 -0.73
*
```

The calculation puts the gap between HOMO and LUMO (spin up / spin down) at 5.307 / 5.274 eV. As for the HOMO energy (spin up / spin down): -1.546 / -1.529 eV.